1.
Density functional theory data (ωB97M-V with the def2-TZVPD basis set) for C36H38N5O2ReS as an isolated structure.

Properties
HOMO (alpha / beta) (eV): -16.49 / -15.96
Lowest unoccupied orbital energy (alpha / beta) (eV): -10.16 / -9.49
Kohn-Sham gap (alpha / beta) (Eh): 0.2324 / 0.2379
Multiplicity: 2
Net charge: +3

Geometry as XYZ:
```
83
Properties=species:S:1:pos:R:3:forces:R:3
Re 0.85404 0.45400 -0.64104 0.166 0.825 -1.147
C -1.75887 0.65467 -7.04491 0.056 0.042 0.027
C -1.52901 0.64811 -5.56446 -0.044 0.010 -0.027
C -2.19639 1.53509 -4.71578 0.037 -0.024 -0.084
C -1.97474 1.50603 -3.35916 0.081 -0.033 0.066
C -1.08019 0.59286 -2.77830 -0.222 0.031 -0.101
N -0.91785 0.61322 -1.37530 0.258 -0.294 0.605
C -2.07906 0.82509 -0.58492 0.027 0.086 -0.106
C -3.26946 0.18387 -0.94023 0.014 -0.049 -0.006
C -4.40956 0.31606 -0.17787 0.012 -0.009 0.009
C -4.40625 1.09492 0.97975 -0.062 0.012 0.039
C -5.63675 1.23575 1.82787 0.056 -0.056 -0.001
C -3.21638 1.71442 1.34524 -0.056 -0.028 0.111
C -2.06515 1.59710 0.58317 0.084 0.024 0.070
N -0.91740 2.33357 1.01410 -0.008 0.021 -0.159
C -0.90673 3.42709 1.80118 -0.087 0.033 -0.049
C 0.40208 3.74968 2.08130 0.047 0.001 0.039
C 1.15448 2.79043 1.42061 0.006 -0.016 -0.043
N 0.35725 1.93253 0.76527 -0.042 0.074 0.213
C -0.36732 -0.26914 -3.63693 0.037 -0.008 0.079
C -0.60505 -0.22881 -4.99871 0.034 0.049 -0.109
N 0.58443 -1.22386 -3.16389 -0.130 0.025 0.061
C 0.96962 -2.37341 -3.74876 -0.067 -0.002 -0.038
C 1.98304 -2.92692 -2.99501 0.034 -0.014 0.042
C 2.16669 -2.04631 -1.94053 -0.008 0.008 -0.060
N 1.32136 -1.00958 -2.04334 0.098 -0.090 0.128
H -2.69776 1.14138 -7.29719 -0.012 -0.009 -0.002
H -1.76557 -0.35723 -7.44775 -0.015 -0.001 0.001
H -0.95662 1.20033 -7.54800 -0.008 0.001 0.010
H -2.88789 2.25701 -5.13087 -0.009 -0.021 0.010
H -2.48794 2.20585 -2.71212 -0.025 -0.028 -0.018
H -3.28095 -0.44180 -1.82341 -0.007 0.030 -0.009
H -5.31477 -0.19593 -0.47935 0.009 0.013 -0.004
H -6.53870 1.18191 1.22118 -0.001 0.019 -0.002
H -5.63986 2.17490 2.37844 -0.005 -0.001 -0.015
H -5.68840 0.42311 2.55767 0.011 0.011 -0.025
H -3.19297 2.28975 2.26180 -0.007 -0.008 -0.019
H -1.81951 3.92164 2.08723 0.016 -0.028 0.010
H 0.75717 4.57315 2.67682 -0.011 -0.003 -0.025
H 2.22477 2.68303 1.35735 -0.018 -0.007 0.007
H -0.04501 -0.87785 -5.65935 0.004 -0.012 0.017
H 0.50181 -2.73447 -4.64892 -0.022 0.013 0.017
H 2.50611 -3.84780 -3.18726 -0.009 0.017 -0.005
H 2.84964 -2.10756 -1.10786 -0.023 -0.001 0.002
O 0.77999 -0.91092 0.72972 -0.119 -0.802 0.024
S 1.01041 -0.73063 2.29298 0.013 0.270 0.376
C -0.61995 -0.85160 2.94247 -0.115 0.042 -0.105
C -0.88819 -0.09955 4.07956 -0.001 0.029 -0.012
C -2.14854 -0.19868 4.65435 -0.021 0.003 -0.005
C -3.10728 -1.02314 4.08142 0.016 0.042 0.012
C -2.81937 -1.76233 2.93664 -0.017 -0.019 -0.034
C -1.56761 -1.68243 2.35297 -0.001 -0.061 0.079
C 1.80739 -2.23363 2.71673 0.091 -0.078 -0.188
C 1.52656 -3.42411 2.05121 -0.026 -0.054 0.101
C 2.19492 -4.56677 2.45320 -0.042 -0.006 -0.011
C 3.11618 -4.51077 3.49690 0.014 0.011 0.001
C 3.37672 -3.31561 4.15160 0.008 0.004 0.013
C 2.72841 -2.15413 3.75515 0.008 -0.001 0.008
H -0.12998 0.53720 4.52158 -0.007 -0.006 -0.023
H -2.37493 0.36010 5.55253 -0.004 0.003 -0.013
H -4.08770 -1.09602 4.53450 0.024 -0.036 0.016
H -3.56581 -2.42228 2.51428 -0.011 0.036 -0.010
H -1.32821 -2.26649 1.47331 -0.021 0.035 0.005
H 0.80290 -3.45797 1.24736 0.023 -0.006 0.003
H 1.98739 -5.50968 1.96548 0.031 0.009 -0.017
H 3.63861 -5.40933 3.79760 -0.037 -0.001 0.018
H 4.08669 -3.28289 4.96676 0.005 0.000 -0.019
H 2.93161 -1.21317 4.25398 -0.003 -0.012 -0.022
C 4.63746 1.17870 1.41346 -0.008 0.057 0.013
C 4.03156 0.25956 0.38313 0.076 -0.003 -0.034
O 2.96893 0.91787 -0.38678 0.113 -0.029 0.410
C 3.42207 1.65457 -1.55019 -0.052 -0.090 -0.080
C 2.18548 2.30568 -2.13029 0.071 0.128 0.317
H 5.52816 0.70632 1.83002 -0.032 -0.003 0.014
H 3.94670 1.37572 2.23457 0.008 0.001 -0.016
H 4.95368 2.12759 0.97815 0.018 -0.025 -0.008
H 3.57132 -0.61241 0.84426 -0.060 -0.049 0.006
H 4.77142 -0.09147 -0.33779 -0.002 0.027 -0.026
H 3.87800 0.94865 -2.24639 0.012 0.007 -0.032
H 4.16926 2.38746 -1.25103 -0.044 0.043 0.068
H 1.48524 1.55887 -2.55842 -0.066 -0.049 -0.149
H 2.44296 2.96057 -2.96302 -0.129 -0.108 -0.128
H 1.67715 2.93130 -1.38973 0.095 0.089 -0.065
```
Forces are in eV/Å.

=====

2.
Density functional theory data (ωB97M-V with the def2-TZVPD basis set) for C36H38O2P2Pd as an isolated structure.

Properties
HOMO (alpha / beta) (eV): -10.71 / -13.89
Lowest unoccupied orbital energy (alpha / beta) (eV): -5.79 / -9.26
Kohn-Sham gap (alpha / beta) (Eh): 0.1807 / 0.1702
Multiplicity: 5
Net charge: +2

Geometry as XYZ:
```
79
Properties=species:S:1:pos:R:3:forces:R:3
Pd -0.08843 2.61740 -5.08541 -0.864 -3.951 1.550
C 1.80973 3.21763 -4.98438 3.762 0.064 0.402
C 1.99306 3.80354 -3.58825 0.337 0.459 0.523
C 1.21898 5.11873 -3.35945 0.564 0.625 0.744
C -0.02337 5.49107 -4.19849 -0.517 0.061 0.573
C -0.82712 4.47743 -5.00251 -1.168 1.735 -2.097
C -0.47950 4.10755 -6.34819 -1.001 3.264 0.253
C 0.80708 4.62710 -6.96571 -0.305 -0.428 -0.602
C 2.05417 4.19727 -6.16175 0.444 -0.682 0.112
C -1.22469 0.32955 0.39926 0.086 -0.532 -0.061
H 2.44973 2.33208 -5.11024 -0.294 0.130 0.066
H 3.05850 4.11380 -3.50652 0.004 -0.176 -0.471
H 1.94915 5.93105 -3.53410 -0.374 -0.293 0.167
H 0.96260 5.20555 -2.28915 0.039 -0.123 -0.391
H -0.74189 5.89884 -3.46746 0.235 -0.010 -0.404
H 0.23981 6.33160 -4.85940 -0.119 -0.390 -0.019
H -1.89541 4.43979 -4.74457 0.412 -0.263 -0.083
H -1.28043 3.78905 -7.03022 0.244 -0.104 0.346
H 0.79942 5.72107 -7.09843 -0.327 -0.272 0.346
H 0.87352 4.24719 -7.99489 0.026 -0.028 0.339
H 2.73350 3.65584 -6.84161 -0.256 0.362 0.240
H 2.60013 5.07641 -5.80711 -0.120 -0.066 0.063
H -0.65243 -0.35664 -0.24631 -0.296 0.410 0.303
H -2.03407 -0.20559 0.91789 0.201 0.244 -0.173
H -0.53935 0.73888 1.15503 -0.175 -0.125 -0.151
P 2.15069 2.65671 -2.06701 -1.843 -1.963 1.324
P -1.90260 1.71085 -0.50265 -0.101 1.238 -0.963
C 0.69859 2.41509 -1.04432 2.926 0.475 0.328
C -0.61131 2.63456 -1.32336 -2.478 -0.040 -0.348
C 3.37048 2.87567 -0.74138 0.725 0.721 0.112
C 3.90599 4.12287 -0.38439 -0.107 -0.423 0.099
C 4.64008 4.24134 0.80295 0.041 0.028 -0.063
C 4.84509 3.13316 1.63424 -0.167 0.135 -0.240
C 4.31146 1.89165 1.27540 -0.061 0.164 -0.192
C 3.59897 1.75653 0.08505 -0.216 -0.041 -0.111
C 2.68903 1.08244 -2.82043 0.418 0.178 -0.540
C 1.75854 0.22119 -3.41818 0.139 0.259 -0.283
C 2.19471 -0.85839 -4.18581 -0.060 0.112 0.203
C 3.56139 -1.14170 -4.28564 -0.175 0.113 0.141
C 4.48554 -0.32837 -3.62965 0.001 -0.053 0.008
C 4.06217 0.80088 -2.92645 -0.288 -0.197 -0.103
C -3.04029 2.52466 0.63619 -0.230 0.034 0.599
C -2.56854 2.95878 1.89396 -0.353 -0.071 -0.333
C -3.47034 3.46253 2.83041 0.033 0.106 -0.076
C -4.83297 3.56009 2.51572 0.084 -0.078 -0.142
C -5.31095 3.08067 1.29423 0.102 0.129 0.061
C -4.42071 2.55043 0.36305 0.288 0.025 0.060
C -2.89965 1.30287 -1.94388 0.052 -0.382 0.049
C -2.98231 -0.02771 -2.36210 -0.239 0.338 -0.153
C -3.58533 -0.30567 -3.59024 0.131 -0.072 -0.065
C -4.05026 0.73301 -4.39711 0.108 -0.042 -0.050
C -3.99194 2.06020 -3.95900 0.284 0.048 0.244
C -3.41858 2.35612 -2.72182 -0.023 -0.409 -0.267
H 0.94794 2.10928 -0.00907 0.293 0.054 -0.880
H -0.94279 3.31612 -2.11592 -0.052 -0.274 0.143
H 3.72898 4.98579 -1.03312 0.130 -0.154 0.355
H 5.04422 5.21556 1.08598 -0.093 -0.338 -0.106
H 5.41455 3.23409 2.56329 -0.246 0.016 -0.390
H 4.43497 1.02641 1.92755 0.057 0.232 -0.222
H 3.18529 0.77876 -0.19551 0.161 0.479 0.159
H 0.68702 0.40406 -3.28606 0.215 -0.071 0.038
H 1.45135 -1.47910 -4.68342 0.248 0.001 0.113
H 3.89357 -2.00992 -4.85296 -0.042 0.235 0.121
H 5.54648 -0.57434 -3.65345 -0.252 0.080 -0.087
H 4.79936 1.43608 -2.43472 -0.193 -0.127 -0.170
H -1.50431 2.87677 2.12591 -0.294 0.144 0.038
H -3.11301 3.79343 3.80966 -0.126 -0.097 -0.393
H -5.52811 4.01279 3.22472 0.240 -0.228 -0.141
H -6.37678 3.12218 1.04982 0.421 -0.006 0.180
H -4.80255 2.14275 -0.57186 0.065 0.168 0.275
H -2.57042 -0.82280 -1.73275 -0.229 0.216 -0.317
H -3.67023 -1.33902 -3.92565 0.020 0.274 0.029
H -4.43693 0.51148 -5.39019 -0.104 0.008 0.283
H -4.37916 2.87343 -4.57459 0.017 -0.285 0.113
H -3.36988 3.39359 -2.38047 -0.023 -0.339 -0.006
O 3.33881 -1.74197 -0.71196 0.542 -0.247 0.012
C 2.09024 -1.81620 -0.59644 -3.683 2.460 -0.385
O 1.19472 -0.93644 -0.75063 2.685 -2.018 0.306
H 1.70348 -2.81767 -0.31499 0.713 -0.424 0.057
```
Forces are in eV/Å.

=====

Quick rundown of energy above the lowest of the compared OMol25 structures with the same formula, charge and spin, same order as above: 0.000, 0.000 eV